77
Properties=species:S:1:pos:R:3:mulliken_charge:R:1 method="wB97M-V/def2-TZVPD" orbital_gap_ev=8.885 total_charge=0 spin_multiplicity=1 lumo_ev=0.4
O 0.99 -0.16 -3.09 0.066
C -5.25 -1.64 -1.34 -0.796
C 0.44 -2.47 2.47 -1.653
H 0.03 -3.44 2.73 0.476
C 0.66 4.62 1.17 -0.820
C 2.99 0.24 3.04 -0.638
H -0.49 -2.26 -4.24 0.182
O -2.22 -1.80 1.47 -0.280
C -3.22 -1.70 0.55 0.936
H 3.02 2.88 2.40 0.266
C -3.98 -2.06 -1.69 -0.991
H 4.72 -0.14 4.25 0.447
N 0.97 1.72 -4.34 0.043
Cl -1.57 0.57 -3.97 1.515
N 1.11 0.98 -5.53 -0.683
C -4.49 -1.29 0.92 -0.754
C -5.50 -1.25 -0.03 -0.618
C 4.96 -0.84 2.22 -0.661
C 4.38 -0.95 0.97 -0.715
H 1.07 -3.00 -4.18 0.223
H 1.53 -2.53 2.52 0.253
N 0.49 -2.19 -4.02 -0.405
C 3.09 -0.47 0.72 -0.109
H -6.49 -0.92 0.26 0.409
H 2.93 -1.39 -1.21 0.746
C 1.09 -0.29 -5.44 0.790
H 1.18 -0.44 -7.53 0.369
C -1.13 -0.91 5.55 -0.845
C -0.57 0.87 4.04 -1.178
C -1.58 3.80 1.08 -0.738
C 2.50 -0.55 -0.66 -1.633
C -1.58 -2.48 -1.26 0.398
C -0.07 -0.05 3.12 1.017
H -1.78 1.68 1.23 0.457
Al 0.54 -0.41 -0.89 -0.177
C 4.27 -0.23 3.27 -0.898
H 1.93 -1.82 -6.68 0.334
C -2.94 -2.07 -0.77 0.819
H -1.06 5.87 0.92 0.370
H 2.82 0.35 -1.21 0.409
H 4.93 -1.42 0.16 0.467
H 0.17 -1.67 -6.76 0.253
H -2.65 3.96 0.95 0.468
H 2.43 0.68 3.86 0.576
C -1.10 0.45 5.25 -0.725
H 0.59 2.64 -4.55 0.377
H -1.49 1.17 5.95 0.452
H -0.65 -2.88 4.87 0.449
S 0.08 1.74 -1.73 -0.317
O -0.55 -1.71 -0.88 0.137
P 0.64 0.49 1.52 2.161
C 0.28 2.27 1.41 0.178
C 1.10 -1.11 -6.68 -1.338
H -2.56 -1.56 2.34 0.231
O -2.29 1.76 -3.71 -0.673
H 3.04 2.43 0.70 0.228
H -1.54 -1.25 6.48 0.394
C -0.62 -1.82 4.64 -0.508
C 2.40 0.12 1.78 0.833
O -1.92 -0.48 -3.05 -0.379
H -6.03 -1.61 -2.08 0.405
C -0.08 -1.42 3.42 0.569
N 1.11 -1.01 -4.25 0.172
O -1.45 -3.38 -2.05 -0.640
H -0.56 1.93 3.81 0.412
C 2.68 3.18 1.40 -1.268
H -3.75 -2.36 -2.70 0.446
C 1.18 3.34 1.34 0.412
C -0.70 4.86 1.06 -0.854
H 0.16 -2.25 1.44 0.231
H -4.69 -1.02 1.95 0.420
C -1.09 2.51 1.25 -0.114
C 0.36 1.05 -3.31 0.011
H 5.96 -1.22 2.39 0.393
H 3.16 4.13 1.16 0.504
H 1.35 5.46 1.12 0.377
O -1.71 0.17 -5.34 -0.671

***

71
Properties=species:S:1:pos:R:3:mulliken_charge:R:1 method="wB97M-V/def2-TZVPD" e_above_lowest_kcal_mol=65.11 orbital_gap_ev=3.720 total_charge=-2 spin_multiplicity=1 lumo_ev=4.5
H -4.72 0.31 -3.29 0.389
H 4.70 -0.62 0.00 0.451
H 1.11 3.97 2.91 0.494
H -1.34 -2.94 0.95 0.248
C -0.47 2.54 2.56 0.623
H 1.69 2.40 2.34 0.144
H -0.36 -4.30 1.50 0.505
C 4.07 -0.51 0.88 -0.670
C 1.37 2.42 -4.25 -1.260
C -2.47 0.06 4.57 -1.266
C 1.77 -0.28 1.75 -0.018
H 1.78 3.06 -5.02 0.260
C -4.19 0.71 -2.42 -1.652
H -0.43 3.90 0.87 0.487
H -2.35 -2.07 4.63 0.296
C 0.96 2.97 -3.01 -0.772
Br 0.68 -3.65 -5.23 -0.305
H -1.67 2.62 0.74 0.340
C -1.97 -1.16 4.16 -1.048
H 1.81 -1.49 -6.78 0.386
C 1.21 1.05 -4.49 0.556
C -0.45 -3.21 1.51 -1.447
H 0.41 -2.80 0.99 -0.002
O -0.53 -2.03 -1.36 -0.833
H -1.32 -3.33 3.43 0.482
C -0.54 -2.73 2.95 0.786
H 0.72 -2.74 4.75 0.285
H 0.03 2.23 0.50 -0.462
H 0.12 2.56 -1.10 0.268
C 3.73 -0.30 3.23 -0.949
C -2.82 -0.84 -4.42 -1.787
C -1.94 1.20 3.99 -1.109
C -3.00 -0.13 -2.01 1.606
Br 2.34 1.37 -7.11 -0.401
Zn -0.27 -0.24 -0.55 1.310
H 1.06 4.03 -2.81 0.439
S -0.96 -1.95 -2.83 -0.132
S -2.62 0.03 -0.29 -0.623
N 0.44 -0.20 1.46 2.499
C 0.57 0.24 -3.44 0.178
C 1.58 0.37 -5.67 0.304
C 2.71 -0.44 0.71 -0.163
H 1.70 -0.14 3.89 0.543
C 0.44 2.17 -2.05 -0.664
H 5.68 -0.49 2.31 0.342
H -2.10 -1.37 -5.05 0.376
C 0.72 -1.74 -4.99 -0.190
C -0.49 -0.11 2.54 -1.685
C 0.24 -1.13 -3.74 0.283
C 2.36 -0.23 3.04 -0.282
F 2.22 -0.53 -0.55 -0.062
H -2.31 2.17 4.31 0.304
H 4.12 -0.26 4.24 0.382
C 0.76 -3.07 3.70 -1.419
C -0.95 1.15 3.01 0.951
H -3.85 1.72 -2.66 0.264
C 0.96 2.89 2.98 -1.544
H -4.88 0.79 -1.58 0.406
H -1.12 3.24 3.11 0.582
H 0.92 -4.15 3.69 0.482
C 4.61 -0.43 2.16 -0.632
H -2.89 0.17 -4.82 0.322
C -0.99 -1.29 3.18 1.082
H -3.79 -1.33 -4.55 0.384
C -0.65 2.85 1.08 -1.095
H 1.16 2.59 4.01 0.357
C -2.37 -0.84 -2.97 -0.309
H 1.62 -2.59 3.23 0.205
C 1.39 -1.02 -5.90 -0.397
N 0.27 0.80 -2.24 0.239
H -3.24 0.12 5.32 0.338

***

76
Properties=species:S:1:pos:R:3:mulliken_charge:R:1 method="wB97M-V/def2-TZVPD" orbital_gap_ev="3.957 / 3.983" total_charge=+2 spin_multiplicity=1 lumo_ev="-8.8 / -8.8"
Os 1.65 0.42 -0.78 1.233
C -3.09 0.14 5.01 -0.732
H -2.76 2.23 4.64 0.515
H -3.42 -3.83 -2.12 0.530
C -2.88 -1.32 3.15 -0.977
H 0.74 -1.02 -5.71 0.484
C 0.26 4.46 -1.97 -1.063
O -2.40 3.97 3.27 -0.619
Cl 7.38 0.63 -0.01 -0.080
C -1.65 -4.47 -1.11 0.596
H 1.09 -1.74 1.00 0.272
H 0.11 2.16 1.04 1.434
H -4.06 -1.12 -1.66 0.375
C -0.97 -1.77 -1.04 0.427
C -2.49 -3.51 -1.67 -0.690
H 4.05 0.90 3.47 0.367
H 1.88 -1.78 -0.61 0.598
C 4.66 0.69 -0.16 -0.035
H -2.19 -6.27 -2.13 0.374
C -0.75 3.92 0.14 -0.137
C 0.09 2.81 0.17 -0.774
H -4.54 -2.37 5.57 0.318
C 2.40 0.83 2.22 1.052
C 1.02 3.30 -1.89 -0.427
H -1.22 5.68 -1.02 0.469
H 0.24 -4.80 -0.13 0.411
H 1.71 3.03 -2.67 0.589
C -2.78 1.24 4.22 -0.596
C 2.28 0.48 -5.62 -0.084
N 1.89 0.33 -2.87 0.197
H -1.87 5.19 1.27 0.310
C 5.96 0.88 -1.00 0.745
C 2.98 1.09 3.52 -1.202
N -2.14 2.10 1.98 -0.039
H -2.93 -2.31 2.71 0.424
H 0.45 -1.11 -3.26 0.513
C -0.07 -2.73 -0.52 0.497
C 1.34 -0.39 -5.07 -1.130
Br 4.32 2.46 -5.37 -0.051
H -2.75 -0.19 -2.38 0.316
H 3.43 1.73 -2.71 0.901
C 3.04 1.25 -4.75 -0.426
C -0.62 4.77 -0.97 -0.614
Cl 5.85 2.59 -1.53 -0.118
C 1.25 -2.35 0.11 -1.568
N 0.94 2.50 -0.83 0.220
C 1.17 -0.44 -3.71 -0.042
H 0.37 5.11 -2.83 0.485
C -3.16 -1.19 -2.27 -1.887
C -0.43 -4.06 -0.55 -1.058
C -2.58 -0.23 2.34 0.118
C -2.05 -5.91 -1.11 -1.535
H -2.41 -0.38 1.27 -0.002
H 2.43 0.54 -6.69 0.533
H -2.99 -2.21 6.37 0.377
C 2.82 1.15 -3.39 -0.541
C -3.46 -2.32 5.39 -1.446
H -3.47 -1.54 -3.25 0.529
Se -0.63 0.04 -0.82 0.345
H -3.01 -6.03 -0.60 0.372
C -3.14 -1.15 4.50 0.631
C -2.07 3.43 2.25 0.270
H -1.31 -6.54 -0.61 0.381
C -2.51 1.05 2.87 0.738
Cl 6.01 -0.17 -2.42 -0.100
H -3.30 0.30 6.06 0.421
C -2.18 -2.16 -1.65 0.525
H -2.05 1.83 1.01 0.032
N -1.63 4.22 1.15 -0.023
O 3.67 0.19 -0.88 -0.588
H 2.82 2.14 3.78 0.307
N 1.84 0.61 1.24 -0.392
O 4.64 1.04 0.99 -0.551
H 1.82 -3.23 0.40 0.587
H 2.51 0.46 4.27 0.357
H -3.16 -3.27 4.95 0.352

***

Repeat the first record exactly.
77
Properties=species:S:1:pos:R:3:mulliken_charge:R:1 method="wB97M-V/def2-TZVPD" orbital_gap_ev=8.885 total_charge=0 spin_multiplicity=1 lumo_ev=0.4
O 0.99 -0.16 -3.09 0.066
C -5.25 -1.64 -1.34 -0.796
C 0.44 -2.47 2.47 -1.653
H 0.03 -3.44 2.73 0.476
C 0.66 4.62 1.17 -0.820
C 2.99 0.24 3.04 -0.638
H -0.49 -2.26 -4.24 0.182
O -2.22 -1.80 1.47 -0.280
C -3.22 -1.70 0.55 0.936
H 3.02 2.88 2.40 0.266
C -3.98 -2.06 -1.69 -0.991
H 4.72 -0.14 4.25 0.447
N 0.97 1.72 -4.34 0.043
Cl -1.57 0.57 -3.97 1.515
N 1.11 0.98 -5.53 -0.683
C -4.49 -1.29 0.92 -0.754
C -5.50 -1.25 -0.03 -0.618
C 4.96 -0.84 2.22 -0.661
C 4.38 -0.95 0.97 -0.715
H 1.07 -3.00 -4.18 0.223
H 1.53 -2.53 2.52 0.253
N 0.49 -2.19 -4.02 -0.405
C 3.09 -0.47 0.72 -0.109
H -6.49 -0.92 0.26 0.409
H 2.93 -1.39 -1.21 0.746
C 1.09 -0.29 -5.44 0.790
H 1.18 -0.44 -7.53 0.369
C -1.13 -0.91 5.55 -0.845
C -0.57 0.87 4.04 -1.178
C -1.58 3.80 1.08 -0.738
C 2.50 -0.55 -0.66 -1.633
C -1.58 -2.48 -1.26 0.398
C -0.07 -0.05 3.12 1.017
H -1.78 1.68 1.23 0.457
Al 0.54 -0.41 -0.89 -0.177
C 4.27 -0.23 3.27 -0.898
H 1.93 -1.82 -6.68 0.334
C -2.94 -2.07 -0.77 0.819
H -1.06 5.87 0.92 0.370
H 2.82 0.35 -1.21 0.409
H 4.93 -1.42 0.16 0.467
H 0.17 -1.67 -6.76 0.253
H -2.65 3.96 0.95 0.468
H 2.43 0.68 3.86 0.576
C -1.10 0.45 5.25 -0.725
H 0.59 2.64 -4.55 0.377
H -1.49 1.17 5.95 0.452
H -0.65 -2.88 4.87 0.449
S 0.08 1.74 -1.73 -0.317
O -0.55 -1.71 -0.88 0.137
P 0.64 0.49 1.52 2.161
C 0.28 2.27 1.41 0.178
C 1.10 -1.11 -6.68 -1.338
H -2.56 -1.56 2.34 0.231
O -2.29 1.76 -3.71 -0.673
H 3.04 2.43 0.70 0.228
H -1.54 -1.25 6.48 0.394
C -0.62 -1.82 4.64 -0.508
C 2.40 0.12 1.78 0.833
O -1.92 -0.48 -3.05 -0.379
H -6.03 -1.61 -2.08 0.405
C -0.08 -1.42 3.42 0.569
N 1.11 -1.01 -4.25 0.172
O -1.45 -3.38 -2.05 -0.640
H -0.56 1.93 3.81 0.412
C 2.68 3.18 1.40 -1.268
H -3.75 -2.36 -2.70 0.446
C 1.18 3.34 1.34 0.412
C -0.70 4.86 1.06 -0.854
H 0.16 -2.25 1.44 0.231
H -4.69 -1.02 1.95 0.420
C -1.09 2.51 1.25 -0.114
C 0.36 1.05 -3.31 0.011
H 5.96 -1.22 2.39 0.393
H 3.16 4.13 1.16 0.504
H 1.35 5.46 1.12 0.377
O -1.71 0.17 -5.34 -0.671